This record from the Open Molecules 2025 dataset describes a single C3H4N2O2 molecule in a non-equilibrium geometry. The level of theory is the ωB97M-V functional and the def2-TZVPD basis.

```
11
Properties=species:S:1:pos:R:3:forces:R:3:mulliken_charge:R:1
O 2.338 -0.377 -0.090 0.6 1.0 4.2 -0.458
O -2.450 -0.475 0.007 -2.7 1.1 -1.4 -0.586
N 1.007 -0.048 -0.160 0.1 -2.3 -0.1 0.181
N -0.825 1.006 -0.016 -5.0 -0.7 1.2 -0.557
C 0.078 -1.109 -0.038 -3.6 2.8 0.1 -0.569
C -1.115 -0.345 0.073 0.6 1.7 -1.5 0.485
C 0.385 1.142 -0.003 7.1 3.9 -1.4 0.024
H -2.914 0.469 -0.408 2.6 -3.9 2.0 0.431
H 0.917 2.237 -0.095 -1.0 -3.3 0.4 0.283
H 0.133 -2.161 -0.243 0.8 0.1 0.1 0.387
H 2.446 -0.340 0.972 0.5 -0.4 -3.5 0.379
```
Positions in Å, forces in eV/Å.

Results
Relative energy (zero: lowest compared OMol25 entry of this formula, charge and spin) (kcal/mol): 123.70
SMILES: Oc1cn(O)cn1
HOMO-LUMO gap (eV): 8.85
LUMO energy (eV): 0.496
Maximum force (Eh/bohr): 0.1592
E_tot (eV): -10246.9010